# C25H25N3O5

A molecular structure, C25H25N3O5 (the ωB97M-V functional and the def2-TZVPD basis, the Open Molecules 2025 dataset).

```
58
Properties=species:S:1:pos:R:3:forces:R:3:nbo_charge:R:1
O -2.699 1.687 -2.083 0.30 -1.45 1.77 -0.63
C -2.151 1.242 -1.064 3.15 2.57 -0.35 0.69
N -0.971 1.868 -0.577 -7.49 5.06 -14.60 -0.60
H -0.561 1.659 0.143 5.83 -2.49 9.67 0.37
C -0.589 3.101 -1.505 3.90 1.96 10.20 -0.21
C 0.973 3.274 -1.483 1.21 -0.43 -0.43 0.01
C 1.541 3.758 -2.635 5.37 -3.46 3.95 -0.25
C 3.091 3.496 -2.818 -1.55 1.56 1.95 -0.20
C 3.884 3.167 -1.734 -3.33 -0.01 0.08 -0.24
C 3.153 2.806 -0.473 14.19 2.26 -9.25 -0.22
C 2.020 2.857 -0.276 -19.10 2.70 -4.54 -0.15
H 1.533 2.549 0.512 -2.25 -1.51 4.44 0.21
H 3.676 2.483 0.232 5.08 -2.59 5.98 0.20
H 4.947 3.204 -1.657 0.56 -0.26 -0.58 0.22
H 3.522 3.785 -3.763 0.10 -0.01 -0.17 0.21
H 1.017 3.984 -3.451 -2.08 0.98 -3.17 0.19
H -1.100 3.296 -2.345 -1.66 -0.36 -3.05 0.24
H -0.822 4.178 -0.749 -0.02 -3.00 -2.10 0.18
C -2.431 0.054 -0.231 3.48 8.26 3.83 -0.16
C -3.248 -0.714 -0.787 -6.09 -8.63 -6.17 -0.21
C -3.596 -1.945 -0.208 1.08 2.48 4.81 -0.10
C -3.108 -1.874 1.266 -6.11 -8.69 -4.14 -0.23
C -2.335 -1.027 1.851 0.30 4.58 -1.77 0.22
C -2.081 0.241 1.135 -8.29 -11.40 -3.89 -0.19
H -1.376 0.700 1.428 8.72 7.27 3.76 0.19
O -1.992 -1.349 3.095 -0.35 0.52 -0.27 -0.48
C -1.295 -0.294 3.538 5.44 0.00 7.63 -0.15
C 0.307 -0.140 2.951 -11.23 16.25 0.62 0.68
O 0.460 1.198 2.515 0.55 -5.92 1.93 -0.80
N 0.912 -1.089 2.691 11.59 -10.46 -4.42 -0.41
C 2.267 -0.992 1.853 -3.54 1.41 -2.77 -0.22
C 2.308 -2.167 0.721 -1.85 0.51 6.72 -0.22
N 0.985 -2.641 0.607 -3.15 0.74 -5.79 -0.52
C 0.060 -2.329 -0.590 5.99 -0.98 5.84 0.63
O -0.968 -2.875 -0.657 -2.68 -1.21 -0.99 -0.55
C 0.701 -1.407 -1.368 -2.41 3.69 -9.76 0.09
C -0.136 -1.192 -2.730 6.76 5.70 5.52 -0.11
C 0.494 0.145 -3.123 -0.93 -3.51 -3.37 -0.31
C 1.701 0.200 -2.534 -4.03 -1.33 1.27 0.17
O 1.815 -0.480 -1.413 -2.21 -3.94 1.31 -0.39
H 2.343 0.924 -2.569 4.05 4.00 -0.68 0.20
H 0.331 0.705 -4.099 -0.13 -0.74 1.60 0.24
H -1.106 -1.397 -2.974 -2.20 -1.38 -0.44 0.22
C 0.287 -3.228 1.619 2.36 -4.41 3.90 -0.19
C 0.839 -2.491 2.905 -9.69 -0.95 2.70 -0.25
H 1.501 -3.007 3.504 2.34 -0.29 0.70 0.23
H -0.247 -2.592 3.703 3.34 0.04 -2.04 0.22
H -0.881 -3.397 1.555 2.81 0.84 -0.29 0.29
H 0.878 -4.428 1.776 -2.17 2.71 -0.17 0.13
H 2.974 -2.801 1.266 0.22 -1.75 -0.19 0.19
H 2.818 -1.840 -0.071 1.20 1.22 -3.37 0.24
H 2.087 -0.044 1.297 0.92 -0.28 0.86 0.25
H 3.046 -1.079 2.533 1.48 0.38 1.16 0.20
H -1.770 0.692 3.777 0.26 -0.77 -1.35 0.24
H -1.057 -0.668 4.743 -0.43 1.19 -2.91 0.18
H -3.444 -2.818 1.977 0.95 2.31 -1.96 0.21
H -4.267 -2.713 -0.651 0.82 0.61 0.68 0.24
H -3.548 -0.613 -1.907 0.64 0.40 2.11 0.24
```
Positions in Å, forces in eV/Å.

Output
energy above the lowest of the compared OMol25 structures with the same formula, charge and spin	517.2	kcal/mol
max |F|	19.816	eV/A
E_tot	-1507.3704	hartree
frontier orbital gap	7.94	eV
total charge	0

***

# C6H12OSSi

C6H12OSSi in the gas phase (the ωB97M-V functional and the def2-TZVPD basis, the Open Molecules 2025 dataset).

```
21
Properties=species:S:1:pos:R:3:forces:R:3:nbo_charge:R:1
C -2.260 0.022 3.340 -0.15 -2.30 0.86 -0.32
C -2.152 0.835 2.296 -0.46 -1.05 -1.14 -0.70
Si -1.711 0.435 0.466 -0.73 0.27 0.39 1.45
S -2.909 0.762 -1.087 0.70 -0.18 0.97 -0.67
C 0.065 -0.133 0.396 -2.45 -3.84 0.73 -0.94
C 0.354 -1.150 -0.770 0.22 3.41 -1.35 -0.40
C 1.808 -0.914 -1.281 0.13 -1.36 -1.79 -0.41
C 1.883 0.401 -2.104 -0.29 -1.80 -0.99 -0.07
O 2.032 1.517 -1.261 -0.37 0.91 -0.46 -0.73
H -2.567 0.332 4.368 0.04 0.08 -1.11 0.20
H -2.174 -1.117 3.278 0.55 1.66 -0.02 0.19
H -2.667 1.742 2.453 0.10 1.63 0.10 0.23
H 0.169 -0.709 1.355 0.19 0.78 -0.51 0.25
H 0.591 0.759 0.465 1.63 1.42 -0.22 0.27
H -0.422 -0.935 -1.616 1.56 -0.38 1.14 0.22
H 0.224 -2.165 -0.535 -0.30 -1.20 0.94 0.21
H 2.598 -0.814 -0.485 -0.91 -0.63 -0.55 0.22
H 2.011 -1.864 -2.011 0.07 2.38 1.67 0.21
H 2.645 0.323 -2.916 -0.02 0.28 0.81 0.16
H 0.932 0.431 -2.643 -0.08 0.33 -0.05 0.16
H 1.550 2.242 -1.707 0.56 -0.40 0.57 0.48
```
Positions in Å, forces in eV/Å.

Output
SMILES	C=C[Si](=S)CCCCO
energy above the lowest of the compared OMol25 structures with the same formula, charge and spin	49.8	kcal/mol
max |F|	4.609	eV/A
E_tot	-998.6810	hartree
frontier orbital gap	8.68	eV
total charge	0

***

# C8H10Cl3CuN4O4PS2

A molecular structure, C8H10Cl3CuN4O4PS2 (the ωB97M-V functional and the def2-TZVPD basis, the Open Molecules 2025 dataset).

```
33
Properties=species:S:1:pos:R:3:forces:R:3:nbo_charge:R:1
Cu 2.013 -0.143 -0.625 -0.05 -0.24 0.01 1.17
S 1.175 -1.927 -1.778 -0.02 0.04 0.00 -0.19
C 0.473 -0.625 -2.664 0.03 0.01 0.00 -0.22
S 1.472 0.793 -2.647 -0.08 0.06 0.00 -0.22
C -0.803 -0.680 -3.202 -0.04 -0.02 0.00 -0.51
C -1.632 -1.827 -3.016 -0.01 0.02 -0.02 0.29
N -2.329 -2.722 -2.818 0.01 0.01 0.01 -0.33
C -1.413 0.489 -3.723 0.14 -0.01 -0.06 0.35
N -1.891 1.495 -4.031 -0.04 -0.05 -0.04 -0.42
N -1.295 2.267 -1.320 0.00 0.16 0.09 -0.73
C -2.088 1.280 -0.524 -0.04 0.03 -0.01 -0.62
P -1.006 0.678 0.852 0.02 -0.01 -0.09 2.16
O -1.522 1.082 2.183 0.02 0.01 0.05 -1.12
O 0.376 1.025 0.369 0.09 0.01 0.06 -1.21
C -1.157 -1.156 0.849 -0.03 0.00 0.06 -0.63
N -0.426 -1.550 2.099 0.20 -0.03 -0.05 -0.71
H -1.640 2.358 -2.287 -0.08 -0.08 -0.04 0.47
H -0.309 1.941 -1.371 0.06 -0.07 -0.02 0.48
H -1.281 3.179 -0.870 0.01 0.01 0.05 0.43
H -2.377 0.472 -1.197 0.02 0.02 0.05 0.25
H -2.983 1.762 -0.138 0.00 -0.01 -0.02 0.25
H -0.687 -1.649 0.001 0.00 -0.01 -0.03 0.27
H -2.198 -1.464 0.945 0.01 -0.01 0.00 0.24
H 0.610 -1.412 1.965 -0.06 0.00 -0.04 0.49
H -0.598 -2.518 2.358 0.02 -0.03 0.00 0.42
H -0.734 -0.928 2.856 0.00 0.08 0.02 0.46
Cl 4.701 1.125 3.317 0.02 0.02 0.00 0.07
C 3.346 0.041 3.093 -0.02 -0.02 -0.01 -0.21
Cl 3.696 -1.529 3.834 -0.01 0.01 -0.01 0.04
Cl 1.881 0.741 3.834 -0.01 -0.03 -0.02 0.03
C 2.996 -0.146 1.597 -0.13 -0.12 -0.12 0.73
O 3.428 0.645 0.755 0.05 0.13 0.09 -0.68
O 2.204 -1.095 1.304 -0.09 0.12 0.08 -0.80
```
Positions in Å, forces in eV/Å.

Output
energy above the lowest of the compared OMol25 structures with the same formula, charge and spin	0.0	kcal/mol
max |F|	0.243	eV/A
E_tot	-4989.7236	hartree
frontier orbital gap (spin up / spin down)	8.54 / 7.25	eV
multiplicity	2
expectation value of S²	0.756
total charge	0

***

# CH3FN2O

CH3FN2O in the gas phase (the ωB97M-V functional and the def2-TZVPD basis, the Open Molecules 2025 dataset).

```
8
Properties=species:S:1:pos:R:3:forces:R:3:nbo_charge:R:1
H -2.526 0.825 0.443 1.29 -0.81 -0.41 0.33
N -1.565 0.844 -0.010 1.21 -0.59 0.15 -0.29
N -0.878 -0.167 0.252 -2.83 0.67 1.36 -0.17
C 0.467 -0.203 -0.264 -0.68 2.49 -0.39 0.54
O 1.104 -1.312 0.142 1.37 0.29 0.86 -0.68
F 1.125 0.995 0.029 0.52 -0.29 1.50 -0.36
H 0.411 0.012 -1.276 -0.31 -1.21 -2.67 0.14
H 1.863 -0.994 0.683 -0.57 -0.56 -0.39 0.50
```
Positions in Å, forces in eV/Å.

Output
SMILES	[H]/N=N/[C@H](O)F
energy above the lowest of the compared OMol25 structures with the same formula, charge and spin	38.3	kcal/mol
max |F|	3.214	eV/A
E_tot	-324.4454	hartree
frontier orbital gap	9.62	eV
total charge	0

***

# C2H2F3NO2

A molecular structure, C2H2F3NO2 (the ωB97M-V functional and the def2-TZVPD basis, the Open Molecules 2025 dataset).

```
10
Properties=species:S:1:pos:R:3:forces:R:3:nbo_charge:R:1
C -1.998 0.595 0.125 -2.86 3.59 -0.04 0.74
C -3.352 1.042 -1.280 2.11 -3.16 5.32 0.92
N -0.143 -0.885 0.093 2.14 -0.53 1.64 -0.52
O -2.070 1.129 1.204 0.55 -1.56 -1.94 -0.54
O -1.206 -0.225 -0.482 -0.52 0.33 -2.39 -0.39
F -2.912 1.101 -2.480 0.29 0.69 -1.40 -0.29
F -4.062 2.055 -0.868 0.01 0.76 -0.53 -0.30
F -4.107 -0.079 -1.128 -0.28 0.28 -0.66 -0.35
H -0.239 -1.806 -0.326 0.52 0.16 0.06 0.36
H 0.793 -0.438 -0.148 -1.96 -0.55 -0.06 0.36
```
Positions in Å, forces in eV/Å.

Output
energy above the lowest of the compared OMol25 structures with the same formula, charge and spin	84.4	kcal/mol
max |F|	6.536	eV/A
E_tot	-582.1382	hartree
frontier orbital gap	10.69	eV
total charge	0

***

# C5H13NO2

2 unconnected molecules or ions with the total composition C5H13NO2 (the ωB97M-V functional and the def2-TZVPD basis, the Open Molecules 2025 dataset).

```
21
Properties=species:S:1:pos:R:3:forces:R:3:nbo_charge:R:1
C 0.163 -1.854 2.704 -0.09 0.06 0.05 -0.61
C 0.257 -1.699 1.178 0.22 0.04 0.29 -0.39
C 0.994 -0.421 0.717 -0.05 -0.30 0.06 -0.41
C 0.267 0.391 -0.361 -0.22 -0.03 0.41 -0.16
N 0.942 0.297 -1.650 -0.14 0.21 -0.49 -0.81
C 0.033 1.840 0.049 -0.32 0.42 -0.40 0.43
O -0.829 2.508 -0.470 0.16 -0.09 0.20 -0.52
H -0.715 -2.451 2.960 0.08 0.06 0.11 0.21
H 1.030 -2.360 3.143 -0.03 0.14 -0.18 0.21
H 0.079 -0.878 3.196 -0.14 -0.14 -0.02 0.20
H -0.753 -1.712 0.756 0.14 -0.05 0.01 0.20
H 0.796 -2.573 0.810 -0.26 -0.01 -0.28 0.21
H 1.211 0.193 1.596 -0.09 0.13 -0.05 0.20
H 1.955 -0.715 0.308 0.24 0.08 -0.05 0.22
H -0.747 0.006 -0.510 0.10 -0.10 0.01 0.21
H 0.342 0.660 -2.394 0.14 -0.06 0.28 0.38
H 1.783 0.864 -1.664 0.08 -0.07 0.05 0.35
H 0.687 2.312 0.816 0.09 -0.24 -0.04 0.11
O -2.156 1.866 -3.939 -0.29 0.09 0.19 -0.94
H -2.772 1.138 -3.805 0.09 -0.08 -0.09 0.47
H -2.567 2.586 -3.440 0.27 -0.06 -0.07 0.47
```
Positions in Å, forces in eV/Å.

Output
SMILES	CCC[C@H](N)C=O.O
energy above the lowest of the compared OMol25 structures with the same formula, charge and spin	37.9	kcal/mol
max |F|	0.665	eV/A
E_tot	-403.5162	hartree
frontier orbital gap	10.04	eV
total charge	0

***

Q: Which of these has the lowest E_tot?
A: C8H10Cl3CuN4O4PS2

***

Q: total charge of number 3 (C8H10Cl3CuN4O4PS2)?
A: 0

***

Q: The lowest energy above the lowest of the compared OMol25 structures with the same formula, charge and spin belongs to which entry?
A: C8H10Cl3CuN4O4PS2

***

Q: What is the energy above the lowest of the compared OMol25 structures with the same formula, charge and spin in the third record?
A: 0.0 kcal/mol